Below is a structure of composition C6H10O, with properties calculated with ωB97M-V with the def2-TZVPD basis set.

Results
E (eV): -8426.0608
Gap between HOMO and LUMO (alpha / beta) (eV): 7.8 / 5.9
Total charge: 0
Relative energy (zero: lowest compared OMol25 entry of this formula, charge and spin) (kcal/mol): 119.4

Geometry (Å):
C  -0.622  -1.360  0.842
C  -1.260  0.250  0.503
O  -0.657  1.271  1.055
C  0.480  1.774  0.374
C  1.351  0.748  -0.257
C  0.534  -0.027  -1.302
C  -0.834  -0.246  -0.779
H  0.215  -1.868  0.332
H  -0.266  -1.131  1.844
H  -1.463  -2.052  0.869
H  -2.308  0.201  0.791
H  0.971  2.477  1.047
H  1.796  0.004  0.442
H  2.199  1.249  -0.737
H  0.419  0.574  -2.204
H  1.012  -0.983  -1.589
H  -1.523  -0.916  -1.282